{"formula": "C4H3NO2S", "method": "the ωB97M-V functional and the def2-TZVPD basis", "elements": ["C", "C", "C", "C", "H", "H", "H", "N", "O", "O", "S"], "positions_angstrom": [[-0.213, -0.152, 0.332], [0.757, -0.890, -0.715], [0.540, 1.251, 0.324], [-1.454, 0.199, -0.398], [-1.254, -0.504, 2.111], [1.188, -2.042, -0.364], [0.549, -0.612, -1.912], [-2.245, 0.709, -1.196], [-0.173, -0.818, 1.598], [0.270, 2.422, 0.677], [2.036, 0.437, -0.456]], "lowdin_charge": [-0.61, -0.36, -0.52, -0.13, 0.29, 0.17, 0.14, 0.17, -0.07, 0.04, 0.88], "e_homo_ha": -0.367, "total_energy_ev": -20612.3507, "multiplicity": 1, "total_charge": 0, "orbital_gap_ev": 9.346, "lumo_ev": -0.7, "relative_energy_kcal_mol": 108.5}